Entry 1:
77
Properties=species:S:1:pos:R:3 method="wB97M-V/def2-TZVPD" e_lumo_ha="-0.1547 / -0.1358" total_energy_ev=-89051.8259 spin_multiplicity=3 total_charge=+1 gap_ev="7.49 / 8.05" homo_energy_ev="-11.70 / -11.74"
V -0.312 1.055 -0.776
S -0.786 3.237 -1.575
F 8.019 1.698 0.776
O 7.790 2.649 -1.827
O 1.047 1.323 0.450
O 3.254 2.773 -1.412
O 2.734 -0.061 -0.030
N 1.202 0.872 -2.294
N -2.462 1.371 -2.862
N 5.525 2.716 -1.596
N 4.476 2.120 0.383
N -0.794 -0.936 -1.325
N 1.960 -4.645 -0.135
C -0.052 0.523 -6.308
C -1.433 2.582 2.005
C -3.715 2.458 0.178
C -0.119 0.054 2.830
C 0.800 0.754 -3.683
C 3.233 1.982 1.115
C 1.153 -3.972 -0.596
C 2.320 0.972 0.442
C -1.865 1.252 1.415
C -1.875 -2.779 -2.388
C -3.708 -2.563 0.505
C -3.605 -0.047 0.292
C -3.066 -1.230 0.806
C 4.352 2.549 -0.917
C -3.006 1.191 0.588
C -1.803 -1.438 -2.042
C -1.363 -2.424 2.264
C 0.125 -3.131 -1.145
C 6.828 2.465 -1.134
C -1.308 0.045 1.902
C -0.902 -3.644 -1.935
C 5.709 1.820 0.940
C 0.131 -0.615 -5.535
C 0.219 1.772 -5.771
C 6.835 1.977 0.246
C 0.650 1.891 -4.458
C 0.155 -1.774 -0.873
C -4.883 -0.036 -0.508
C -1.839 2.219 -2.372
C 0.560 -0.502 -4.222
C -1.925 -1.179 1.621
H -4.158 2.370 -0.811
H 1.824 1.679 -2.179
H 1.793 0.075 -2.061
H 3.455 1.652 2.130
H 0.392 1.010 2.835
H -0.388 0.436 -7.332
H -4.252 -2.557 -0.435
H -2.045 -3.266 2.218
H -5.407 -0.985 -0.481
H -0.429 -0.165 3.855
H -0.688 3.110 1.407
H 0.972 -1.353 -0.294
H 5.712 1.461 1.959
H 2.713 2.939 1.166
H -0.047 -1.595 -5.957
H -2.694 -3.127 -3.000
H 0.102 2.659 -6.378
H -1.014 2.445 2.998
H 0.604 -0.714 2.549
H -5.573 0.713 -0.121
H 0.875 2.865 -4.041
H -0.929 -4.698 -2.178
H -0.420 -2.734 1.801
H -4.526 2.674 0.879
H -2.289 3.243 2.115
H -4.417 -2.845 1.288
H 5.449 3.060 -2.544
H -3.053 3.318 0.169
H -1.143 -2.252 3.317
H -4.698 0.224 -1.555
H -2.971 -3.361 0.439
H 0.727 -1.395 -3.629
H -2.553 -0.738 -2.378

=====

Entry 2:
148
Properties=species:S:1:pos:R:3 method="wB97M-V/def2-TZVPD" e_lumo_ha=0.0770 total_energy_ev=-88514.5451 total_charge=-1 gap_ev=7.12 homo_energy_ev=-5.03
P 0.506 0.252 -1.594
F 2.225 0.589 1.269
O 1.587 7.814 4.965
O -4.733 5.962 8.281
O 7.697 -7.997 -3.187
O -3.669 1.912 6.312
O 4.980 5.055 3.389
O -4.228 -0.443 1.092
O 0.375 -0.930 -0.350
O 2.872 2.486 0.390
O 4.489 -5.044 -1.647
O -5.873 -2.024 -8.254
O -1.777 -1.959 -6.239
O -0.044 1.430 -0.449
O -2.820 -1.160 2.663
O -1.142 -0.031 -2.070
N 2.407 6.560 2.380
N 6.286 -5.562 -4.165
N -4.480 -3.025 -5.628
N -2.283 4.377 7.687
C -2.034 -3.163 -5.533
C -3.789 -0.501 2.377
C 2.127 9.087 4.693
C -4.844 2.607 6.676
C -3.315 -3.811 -6.013
C 0.165 -2.268 -0.719
C -2.060 0.383 -1.070
C 8.272 -6.989 -4.008
C 3.875 4.485 2.692
C -3.472 6.508 7.914
C 5.072 -6.251 -1.204
C 6.890 -8.929 -3.877
C -3.395 0.579 -1.772
C 5.570 -4.357 -3.753
C 0.161 -5.085 -2.013
C 7.669 -5.631 -3.722
C -1.888 -0.782 -5.446
C -2.623 2.705 5.778
C -4.838 5.586 9.638
C -4.604 0.203 3.428
C -4.600 -1.443 -8.477
C -1.424 1.653 -0.509
C -2.716 5.579 6.991
C -5.860 -3.348 -7.757
C -4.520 0.872 0.581
C 2.511 1.350 0.194
C -5.731 -3.447 -6.240
C 0.699 7.322 3.965
C 1.185 -3.356 -3.476
C 1.323 -4.089 -2.134
C -1.719 3.342 6.825
C 3.147 5.451 1.772
C 4.664 5.716 4.592
C 2.342 0.653 -1.088
C 1.443 -3.116 -0.940
C 1.744 -3.898 0.349
C -4.667 0.812 -0.922
C 1.291 6.149 3.217
C 5.362 -4.118 -2.263
H 3.196 3.994 3.400
H -3.754 1.587 0.889
H -0.788 -4.630 -2.304
H -1.297 -0.844 -4.529
H -3.664 7.446 7.386
H -6.532 -2.843 -5.804
H 2.313 -2.471 -1.091
H 2.461 4.869 1.153
H 6.641 -9.722 -3.174
H 2.833 9.069 3.855
H 0.876 -4.481 0.670
H 0.971 -0.730 -2.515
H -3.229 -3.933 -7.103
H -5.880 5.332 9.823
H 6.090 -3.488 -4.170
H -2.064 -2.981 -4.455
H -1.773 1.871 0.508
H -4.708 -0.722 -9.287
H 1.224 -4.065 -4.311
H -0.388 -2.721 0.114
H 4.282 3.695 2.063
H -3.541 -0.312 -2.388
H 2.658 9.411 5.587
H 6.111 -6.111 -0.893
H -2.005 2.021 5.191
H -3.942 0.533 4.223
H 0.047 -5.491 -1.008
H 3.806 5.259 5.092
H -3.069 3.989 8.193
H 5.531 5.639 5.251
H -1.201 -3.843 -5.735
H -1.353 2.541 7.472
H 2.749 1.319 -1.850
H 8.160 -7.244 -5.066
H -5.682 1.919 6.555
H -3.401 -4.808 -5.570
H 6.308 -4.061 -1.708
H 1.339 9.815 4.470
H 4.879 -3.144 -2.157
H -3.030 3.441 5.073
H -2.929 -0.571 -5.174
H 9.341 -6.953 -3.779
H -5.472 1.210 1.008
H 1.571 5.388 3.959
H 5.960 -8.482 -4.243
H 2.929 -0.269 -1.083
H -2.878 6.735 8.804
H -0.493 -2.340 -1.592
H 4.583 -4.386 -4.219
H -4.231 -0.909 -7.598
H 2.596 -4.571 0.224
H 0.218 -2.852 -3.542
H 7.783 -5.439 -2.646
H -2.065 -0.370 -0.275
H 8.248 -4.872 -4.258
H -5.094 -3.938 -8.274
H 2.253 -4.654 -2.208
H 3.889 5.885 1.098
H -5.446 0.081 -1.152
H -6.828 -3.778 -8.032
H -5.925 -4.486 -5.949
H -0.846 3.758 6.315
H 0.601 1.293 -2.596
H -3.861 -2.193 -8.770
H -5.012 3.480 6.039
H 5.788 -6.371 -3.817
H -1.619 2.507 -1.178
H -1.833 6.104 6.613
H -3.367 5.364 6.132
H -5.164 1.061 3.064
H -4.219 4.714 9.877
H -4.310 -2.054 -5.856
H 1.958 -2.600 -3.617
H 3.046 7.117 2.933
H 1.946 -3.188 1.156
H -0.210 6.991 4.476
H -3.265 1.408 -2.474
H -5.084 1.785 -1.205
H -1.513 0.044 -6.048
H -4.554 6.409 10.302
H 0.348 -5.936 -2.676
H -5.325 -0.501 3.851
H 5.029 -7.034 -1.968
H 4.493 -6.596 -0.346
H 4.457 6.782 4.440
H 0.516 5.716 2.578
H 7.427 -9.367 -4.725
H -4.827 2.926 7.723
H 0.427 8.123 3.271

=====

Entry 3:
33
Properties=species:S:1:pos:R:3 method="wB97M-V/def2-TZVPD" e_lumo_ha="-0.2043 / -0.1957" total_energy_ev=-57947.8052 spin_multiplicity=2 total_charge=+1 gap_ev="7.12 / 7.57" homo_energy_ev="-12.68 / -12.89"
Re -0.443 -1.404 0.590
S -0.478 -0.636 -1.500
S 0.577 0.061 1.970
S -1.372 -3.498 1.390
O -0.760 -2.646 2.451
O -2.224 -2.382 0.697
O -1.982 -4.728 1.663
O -0.219 -3.434 0.342
N -0.692 1.963 -0.550
N 1.799 1.198 -0.244
N -2.627 1.017 -0.951
N 2.877 -0.527 0.569
C -1.679 2.846 -0.208
C -1.291 0.861 -1.011
C -3.620 0.028 -1.363
C -2.884 2.266 -0.461
C 3.585 -0.083 -0.506
C 1.793 0.266 0.712
C 2.905 0.990 -1.009
C 3.229 -1.656 1.428
B 0.824 2.408 -0.512
H 4.494 -0.561 -0.824
H 3.124 1.621 -1.851
H -3.562 -0.126 -2.439
H 3.381 -1.309 2.448
H 4.147 -2.095 1.051
H 0.923 3.197 0.378
H 2.437 -2.403 1.409
H -4.603 0.408 -1.104
H -1.440 3.817 0.187
H -3.888 2.624 -0.322
H 1.118 2.831 -1.589
H -3.448 -0.911 -0.842